Here is C40H50Br2N5OReSbSi3 as an isolated structure from the OMol25 dataset. Energies are from ωB97M-V/def2-TZVPD.

Each line ends with the Mulliken charge.
Atoms and positions in Å:
Re 0.813 0.676 0.067  0.5205
Sb -0.749 -1.267 -1.200  0.1289
Br 4.209 2.313 -3.319  -0.1149
Br 7.795 2.033 1.043  -0.1685
Si -2.202 -0.215 -4.015  0.3170
Si -3.471 0.997 1.278  0.2816
Si 0.759 -1.441 -4.280  1.2704
O 2.272 1.204 -1.198  0.4657
N -0.126 2.331 3.381  -0.2147
N 2.659 0.630 1.316  -0.5671
N -0.170 1.551 -1.602  1.2470
N -0.282 -0.721 2.736  1.9638
N -0.468 0.186 1.574  -0.0900
C 0.006 1.311 4.328  0.1367
C 2.470 -1.440 -3.484  -0.4202
C 0.535 -0.537 6.383  -0.9856
C 3.746 1.087 0.604  0.4052
C 4.050 0.631 3.269  -1.8566
C 0.326 -0.987 5.093  0.8707
C 0.047 -0.078 4.059  0.1273
C 4.548 1.864 -1.520  -0.3009
C -3.121 2.420 0.106  -0.1575
C 5.822 2.048 -0.973  -0.3846
C 3.499 1.386 -0.753  -0.3480
C 0.065 -3.289 2.840  -1.3573
C -2.880 -1.937 -4.337  -1.1237
C -0.428 -0.351 -3.165  1.5766
C 0.287 1.941 -3.898  -0.4325
C 5.148 1.052 2.563  -0.9245
C -2.561 -1.710 3.560  -0.6129
C -0.681 -3.258 4.178  -0.0621
C 0.235 1.713 5.648  -0.7503
C -0.078 2.890 -1.397  -0.0805
C -3.343 0.672 -2.800  -0.6115
C 0.521 -2.441 4.786  -0.7493
C 0.197 3.790 -2.385  -1.5461
C -3.999 1.687 2.951  -1.1878
C 0.442 3.286 -3.666  -0.9497
C -1.875 0.039 1.722  0.3917
C -2.165 0.819 -5.587  -1.0758
C 0.680 -2.898 -1.046  -1.1838
C 0.059 -3.197 -4.441  -1.6522
C 2.840 0.417 2.613  -0.3789
C 5.021 1.290 1.183  0.6553
C 1.287 -2.651 3.480  -1.2367
C 0.475 0.817 6.664  -1.1363
C 0.893 -0.858 -6.066  -1.4742
C -0.060 1.049 -2.869  -1.7933
C -4.667 -0.266 0.565  -1.2555
C 0.527 -1.929 2.428  0.4123
C 6.060 1.759 0.344  -0.1053
C -2.085 -2.747 4.256  -1.2045
C -1.774 -0.882 2.711  -0.4930
H 2.841 -2.449 -3.295  0.4774
H 0.986 -1.850 1.453  1.1685
H -0.061 -0.929 -6.590  0.3241
H -0.225 3.225 -0.374  0.4098
H -2.527 2.108 -0.749  -0.7173
H -0.259 -3.357 -5.472  0.4256
H 0.200 2.773 5.872  0.4109
H -0.008 -4.105 2.135  0.4294
H 0.839 -3.933 -4.238  0.5122
H -2.978 -2.525 -3.421  0.2763
H 6.098 1.215 3.053  0.3958
H -5.266 -0.729 1.352  0.4059
H -0.060 3.245 3.807  0.3191
H -3.618 -1.467 3.592  0.5038
H -1.948 1.867 -5.381  0.3276
H -3.156 0.778 -6.045  0.4545
H 0.573 -3.573 -1.888  0.4868
H -2.277 -2.504 -5.046  0.3212
H -5.362 0.220 -0.122  0.4387
H -0.909 2.271 2.757  -0.1026
H -4.159 -1.065 0.024  0.3399
H -1.453 0.465 -6.331  0.3224
H 1.293 0.148 -6.198  0.3908
H 0.750 3.948 -4.465  0.5050
H -2.613 3.249 0.606  0.3961
H -0.650 -4.257 4.606  0.8174
H -5.045 1.999 2.928  0.4649
H -3.878 -1.835 -4.768  0.4811
H 0.957 -2.946 5.643  0.7394
H 4.103 0.456 4.334  0.6031
H 3.182 -0.947 -4.148  0.3869
H 0.612 1.173 7.676  0.4614
H -3.895 0.948 3.748  0.3631
H 2.465 -0.892 -2.549  -0.4756
H -4.375 0.586 -3.148  0.5845
H -2.760 -3.287 4.908  0.4628
H 0.456 1.535 -4.883  0.4510
H 6.615 2.445 -1.591  0.4794
H 1.583 -1.541 -6.570  0.4606
H -3.110 1.738 -2.744  0.3351
H -3.408 2.561 3.232  0.3285
H 0.755 -1.253 7.164  0.5241
H 0.264 4.845 -2.164  0.5440
H -4.068 2.808 -0.275  0.5149
H 2.000 0.060 3.181  1.3595
H 1.701 -2.522 -1.009  0.3803
H -3.300 0.252 -1.794  -0.4071
H 2.339 -2.879 3.389  0.5122
H -0.795 -3.417 -3.801  0.4741
H 0.443 -3.443 -0.135  0.1477

The largest force on an atom comes out at 1.0 eV Å⁻¹. The HOMO energy (alpha / beta) comes out at -0.4574 / -0.4725 Ha. The spin multiplicity is 4. Its total charge is +2. As for the LUMO energy (alpha / beta): -6.22 / -6.44 eV.